The following is a quantum chemistry calculation of C29H32F7InN7O7S2 as an isolated structure, from the Open Molecules 2025 dataset.

```
85
Properties=species:S:1:pos:R:3:mulliken_charge:R:1
In -0.44 -0.92 1.49 2.798
C -1.04 -2.68 4.09 -0.749
C -1.90 -3.49 3.09 -1.007
N -2.11 -2.75 1.85 -0.104
C -3.47 -2.23 1.65 -0.940
C -3.48 -0.83 1.05 -0.745
N -2.53 0.06 1.73 -0.122
C -2.82 0.44 3.12 -0.944
C -2.34 -0.60 4.14 -0.798
N -1.05 -1.23 3.78 -0.216
H -1.41 -2.85 5.11 0.590
H -0.01 -3.00 4.05 0.303
H -1.38 -4.42 2.88 0.475
H -2.86 -3.76 3.54 0.445
H -1.83 -3.29 1.04 0.440
H -4.05 -2.88 1.00 0.540
H -3.99 -2.22 2.61 0.333
H -3.17 -0.87 0.01 0.147
H -4.50 -0.42 1.09 0.640
H -2.39 0.89 1.16 0.218
H -2.30 1.39 3.29 0.361
H -3.88 0.62 3.27 0.497
H -2.26 -0.11 5.11 0.519
H -3.08 -1.38 4.25 0.428
H -0.28 -0.84 4.31 0.317
C -0.06 -1.14 -6.30 -1.900
C -0.02 0.28 -5.76 0.510
C -0.95 1.21 -6.53 -0.996
C -0.76 2.64 -6.06 -1.079
C -0.87 2.73 -4.56 1.000
C -1.16 3.93 -3.96 -0.695
C -1.29 4.02 -2.58 -0.209
F -1.55 5.21 -2.03 -0.362
C -1.16 2.92 -1.77 -0.846
C -0.88 1.68 -2.36 1.347
C -0.74 0.51 -1.51 0.406
O -0.86 0.64 -0.26 -1.092
C -0.44 -0.70 -2.16 0.286
C -0.25 -0.71 -3.52 -0.412
N -0.36 0.36 -4.31 0.210
C -0.70 1.59 -3.75 -1.046
C -0.33 -2.04 -1.47 -0.164
O 0.11 -2.99 -2.09 -0.760
O -0.77 -2.10 -0.24 -0.390
H 0.12 -1.09 -7.37 0.444
H -1.04 -1.59 -6.14 0.368
H 0.71 -1.78 -5.88 0.537
H 1.01 0.67 -5.85 0.178
H -1.98 0.88 -6.38 0.337
H -0.73 1.12 -7.59 0.370
H -1.49 3.30 -6.52 0.475
H 0.23 3.00 -6.37 0.357
H -1.30 4.83 -4.56 0.534
H -1.25 2.99 -0.70 0.588
H 0.02 -1.65 -3.97 0.706
F 1.03 -3.84 2.20 -0.207
C 2.01 -4.02 1.28 0.613
F 1.47 -4.47 0.17 -0.202
F 2.87 -4.89 1.76 -0.222
S 2.82 -2.38 1.00 1.307
O 1.68 -1.48 0.83 -0.906
O 3.66 -2.53 -0.14 -0.726
N 3.67 -2.18 2.30 -0.717
S 3.29 -1.37 3.58 1.084
O 3.58 -2.08 4.78 -0.671
O 2.00 -0.70 3.49 -0.670
C 4.51 0.01 3.52 0.588
F 5.74 -0.44 3.70 -0.201
F 4.21 0.89 4.49 -0.237
F 4.43 0.64 2.35 -0.206
N 1.30 2.78 3.07 0.012
C 0.59 1.64 3.11 -1.070
N 0.64 0.98 1.97 0.949
C 1.49 1.72 1.14 0.425
C 2.00 1.45 -0.13 -0.249
C 2.87 2.37 -0.67 -1.157
C 3.24 3.54 0.02 -0.824
C 2.77 3.81 1.28 -1.089
C 1.89 2.87 1.82 0.437
H 1.43 3.41 3.85 0.290
H 0.05 1.33 3.98 0.558
H 1.77 0.53 -0.65 0.497
H 3.30 2.18 -1.65 0.541
H 3.92 4.24 -0.45 0.449
H 3.07 4.69 1.83 0.478
```

Properties
- Orbital gap: 8.614 eV
- Total charge: +1
- HOMO level: -11.126 eV
- Strongest force on any atom: 0.017 Eh/bohr
- Lowest unoccupied orbital energy: -2.512 eV